Entry 1:
The following is a quantum chemistry calculation of C22H24N4O3 as an isolated structure, from the Open Molecules 2025 dataset.

Summary:
Total energy   -1296.68566 hartree
Relative energy (zero: lowest compared OMol25 entry of this formula, charge and spin)   554.2 kcal/mol
HOMO   -8.033 eV
Charge   0

Each line ends with the Löwdin charge.
CARTESIAN COORDINATES (ANGSTROEM)
C: -0.203 -2.494 1.753  -0.13
C: -0.003 -2.943 0.354  0.01
C: 1.244 -2.948 -0.273  -0.07
C: 2.293 -2.746 0.430  -0.41
C: 2.157 -2.441 1.613  -0.02
C: 0.836 -2.245 2.421  -0.02
H: 0.729 -1.935 3.555  0.15
H: 3.002 -1.967 2.185  0.14
C: 3.528 -2.718 -0.329  -0.09
C: 3.749 -1.470 -0.909  -0.21
N: 3.630 -1.033 -2.169  0.06
O: 3.579 0.220 -2.448  0.16
C: 3.724 0.472 -1.229  -0.51
N: 3.750 -0.169 -0.155  0.25
C: 3.479 2.099 -1.048  0.02
N: 2.090 2.351 -0.274  -0.11
C: 2.007 1.778 1.023  -0.14
C: 0.578 2.368 1.557  -0.11
N: -0.325 1.986 0.570  -0.23
C: -0.273 2.397 -0.606  -0.29
C: 1.054 1.846 -1.331  -0.03
H: 1.140 2.289 -2.110  0.02
H: 1.073 0.863 -1.175  0.08
H: -1.110 2.005 -1.174  0.11
H: -0.266 3.624 -1.015  0.19
C: -1.683 2.166 1.119  -0.08
C: -2.771 1.100 0.418  -0.18
C: -3.986 1.947 0.035  0.07
C: -5.062 0.962 -0.457  0.07
C: -4.607 -0.342 -0.768  -0.44
C: -3.377 -0.702 -0.542  -0.13
C: -2.477 -0.069 0.012  -0.08
H: -1.444 -0.388 0.422  0.18
O: -3.335 -2.256 -0.900  -0.09
C: -4.586 -2.494 -1.476  -0.07
O: -5.338 -1.082 -1.414  0.06
H: -4.364 -2.732 -2.696  0.19
H: -5.043 -3.229 -0.663  0.17
H: -5.966 1.434 -0.823  0.10
H: -4.379 2.942 0.385  0.11
H: -1.962 3.132 1.195  0.05
H: -1.918 1.963 2.434  0.20
H: 0.369 2.024 2.528  0.10
H: 0.553 3.386 1.506  0.09
H: 2.661 2.430 1.513  0.10
H: 2.172 0.779 1.042  0.05
H: 3.682 2.512 -1.840  -0.01
H: 4.355 2.360 -0.174  0.17
H: 3.660 -3.437 -1.089  0.13
H: 4.252 -2.797 0.545  0.16
H: 1.189 -3.321 -1.320  0.15
H: -1.027 -3.133 -0.248  0.14
H: -1.035 -2.347 2.038  0.00


Entry 2:
The following is a quantum chemistry calculation of C5H9N2O as an isolated structure, from the Open Molecules 2025 dataset.

Summary:
Total energy   -380.33583 hartree
Relative energy (zero: lowest compared OMol25 entry of this formula, charge and spin)   72.8 kcal/mol
HOMO   -12.975 eV
Charge   +1

Each line ends with the Löwdin charge.
CARTESIAN COORDINATES (ANGSTROEM)
C: 2.170 0.792 -0.090  0.00
C: 2.575 -0.442 -0.337  -0.09
C: 0.749 0.687 0.123  -0.25
C: 0.475 -0.643 0.124  -0.10
C: -1.293 -1.377 0.258  -0.03
N: -0.371 1.541 0.252  0.19
N: -2.152 -0.433 -0.396  -0.01
O: 1.557 -1.339 -0.156  0.07
H: 2.806 1.703 -0.365  0.16
H: 3.608 -0.817 -0.319  0.15
H: -1.127 -2.329 -0.193  0.10
H: -1.403 -1.443 1.311  0.10
H: -0.354 2.360 -0.251  0.13
H: -0.583 1.771 1.289  0.22
H: -2.492 -0.700 -1.350  0.15
H: -1.252 0.855 -0.077  0.14
H: -2.912 -0.186 0.177  0.09


Entry 3:
The following is a quantum chemistry calculation of a 3-piece molecular cluster, C6H14O overall, from the Open Molecules 2025 dataset.

Summary:
Total energy   -312.06902 hartree
Relative energy (zero: lowest compared OMol25 entry of this formula, charge and spin)   116.7 kcal/mol
HOMO   -8.685 eV
Charge   0

Each line ends with the Löwdin charge.
CARTESIAN COORDINATES (ANGSTROEM)
C: 1.404 2.049 0.559  -0.11
C: 0.238 1.594 -0.327  -0.24
C: -0.071 0.141 -0.043  -0.38
C: -0.833 -0.079 1.125  -0.02
C: 0.489 -0.862 -0.830  -0.13
C: 0.370 -2.323 -0.503  -0.10
H: 2.339 1.653 0.106  0.08
H: 1.193 1.610 1.564  0.02
H: 1.445 3.176 0.551  0.09
H: -0.626 2.203 -0.077  0.11
H: 0.479 1.683 -1.348  0.09
H: -1.613 0.680 1.422  0.06
H: -0.669 -0.788 1.814  -0.01
H: -0.236 0.932 2.580  0.21
H: 1.255 -0.548 -1.606  0.14
H: 0.219 -2.886 -1.351  0.04
H: -0.560 -2.506 0.111  0.09
H: 1.267 -2.737 0.076  0.11
H: -2.461 -0.909 -0.625  0.02
H: -1.306 -0.965 -1.634  0.04
O: -2.324 -1.119 -1.563  -0.11


Entry 4:
The following is a quantum chemistry calculation of C9H29AsN5O2PdSi2Te as an isolated structure, from the Open Molecules 2025 dataset.

Summary:
Total energy   -3994.84343 hartree
Relative energy (zero: lowest compared OMol25 entry of this formula, charge and spin)   89.4 kcal/mol
HOMO   -9.620 eV
Charge   +1

Each line ends with the Löwdin charge.
CARTESIAN COORDINATES (ANGSTROEM)
Pd: 1.172 -1.642 0.052  0.08
N: -1.291 -1.213 -0.123  0.05
N: -1.838 -0.593 1.030  0.03
C: -1.013 -0.150 2.003  -0.39
N: -1.458 -0.066 3.242  0.25
N: 0.175 0.295 1.566  0.03
N: 1.140 0.550 2.427  -0.42
O: 2.091 1.209 1.905  -0.24
O: 1.164 0.262 3.588  0.11
H: -1.572 -0.693 -0.946  0.11
H: -1.656 -2.156 -0.196  0.10
H: -2.745 -0.918 1.329  0.16
H: -2.322 -0.510 3.508  0.14
H: -0.788 0.153 3.965  0.12
C: 0.352 -4.655 -0.168  -0.21
Si: 1.361 -3.711 1.105  0.40
C: 3.004 -4.524 1.377  -0.26
C: 0.491 -3.372 2.735  -0.22
As: 3.537 -1.296 0.292  0.63
Si: 2.961 -1.747 -2.050  0.14
C: 3.694 -3.425 -2.434  -0.22
C: 3.906 -0.436 -3.026  -0.26
C: 1.229 -1.705 -2.853  -0.24
H: -0.229 -5.463 0.291  0.04
H: 1.029 -5.098 -0.901  0.03
H: -0.343 -4.012 -0.714  0.00
H: 2.879 -5.577 1.655  0.04
H: 3.551 -4.015 2.172  0.03
H: 3.610 -4.474 0.471  0.01
H: 0.653 -4.188 3.447  0.04
H: -0.592 -3.253 2.609  0.02
H: 0.896 -2.460 3.175  0.00
H: 4.649 -3.565 -1.922  0.03
H: 3.873 -3.496 -3.513  0.04
H: 3.022 -4.238 -2.147  0.02
H: 4.901 -0.272 -2.603  0.03
H: 3.378 0.520 -3.047  0.00
H: 4.025 -0.763 -4.065  0.04
H: 0.757 -2.690 -2.804  0.02
H: 1.349 -1.442 -3.909  0.04
H: 0.549 -0.967 -2.425  -0.02
C: 3.775 2.294 -0.303  -0.32
Te: 2.138 0.951 -0.223  1.28
C: 0.761 2.683 -0.228  -0.32
H: 3.584 3.035 0.470  0.02
H: 3.835 2.760 -1.283  0.03
H: 4.682 1.744 -0.076  0.01
H: 0.998 3.192 -1.162  0.01
H: 0.908 3.360 0.617  0.02
H: -0.265 2.320 -0.243  -0.01


Entry 5:
The following is a quantum chemistry calculation of C31H34EuI2N3OS4Te as an isolated structure, from the Open Molecules 2025 dataset.

Summary:
Total energy   -4607.72882 hartree
Relative energy (zero: lowest compared OMol25 entry of this formula, charge and spin)   0.0 kcal/mol
⟨S²⟩   12.04
HOMO (alpha / beta)   0.888 / -1.680 eV
Charge   -2
Multiplicity   7

Each line ends with the Löwdin charge.
CARTESIAN COORDINATES (ANGSTROEM)
Eu: 11.784 8.463 13.430  1.36
C: 11.656 5.578 15.588  -0.15
N: 10.914 6.845 15.589  -0.23
C: 9.513 6.564 15.266  -0.19
C: 8.587 7.788 15.278  -0.20
N: 8.506 8.462 13.982  -0.17
C: 7.697 7.702 13.052  -0.10
C: 8.126 9.832 14.081  -0.26
C: 6.926 10.322 13.580  -0.04
C: 6.588 11.665 13.677  -0.12
C: 7.458 12.546 14.294  -0.13
C: 8.656 12.081 14.795  -0.15
C: 9.022 10.739 14.692  -0.63
S: 10.551 10.239 15.336  0.50
C: 11.157 7.475 16.859  -0.34
C: 10.298 7.361 17.937  -0.05
C: 10.594 7.942 19.161  -0.11
C: 11.784 8.630 19.322  -0.12
C: 12.667 8.728 18.267  -0.13
C: 12.380 8.156 17.029  -0.67
S: 13.549 8.221 15.747  0.42
H: 12.711 5.772 15.787  0.04
H: 11.580 5.091 14.614  0.03
H: 11.266 4.904 16.368  0.09
H: 9.101 5.802 15.951  0.11
H: 9.524 6.136 14.259  0.11
H: 8.947 8.511 16.014  0.06
H: 7.574 7.460 15.591  0.12
H: 6.685 7.504 13.445  0.09
H: 8.174 6.749 12.842  0.06
H: 7.617 8.245 12.112  0.09
H: 6.217 9.659 13.107  0.09
H: 5.640 12.008 13.281  0.08
H: 7.202 13.594 14.383  0.09
H: 9.349 12.756 15.276  0.09
H: 9.371 6.816 17.833  0.10
H: 9.897 7.848 19.984  0.09
H: 12.030 9.080 20.277  0.09
H: 13.607 9.247 18.382  0.09
I: 9.473 5.308 9.891  0.78
C: 9.559 7.408 9.722  -0.64
C: 9.145 8.053 8.578  -0.29
C: 9.187 9.429 8.535  -0.65
I: 8.482 10.376 6.759  0.73
C: 9.653 10.199 9.608  -0.25
C: 9.719 11.607 9.646  -0.14
C: 10.222 12.235 10.762  -0.12
C: 10.659 11.468 11.837  -0.21
N: 10.584 10.148 11.855  -0.06
C: 10.090 9.509 10.773  -0.20
C: 10.025 8.066 10.870  -0.53
O: 10.339 7.447 11.934  -0.38
H: 8.779 7.489 7.733  0.06
H: 9.376 12.188 8.799  0.02
H: 10.279 13.313 10.808  0.08
H: 11.080 11.935 12.722  0.07
C: 16.108 8.136 10.829  -0.16
C: 14.780 7.815 11.470  -0.77
S: 13.608 9.112 11.353  0.59
C: 14.539 6.604 12.020  -0.76
C: 15.590 5.524 12.086  -0.15
S: 13.020 6.076 12.706  0.61
H: 16.049 9.125 10.383  0.05
H: 16.344 7.416 10.043  0.07
H: 16.921 8.122 11.558  0.08
H: 16.319 5.608 11.282  0.06
H: 15.100 4.554 12.025  0.05
H: 16.118 5.576 13.042  0.08
C: 14.325 12.959 13.774  -0.43
Te: 13.696 10.972 14.541  1.02
C: 15.639 10.155 14.046  -0.47
H: 15.224 13.296 14.280  -0.03
H: 13.525 13.661 13.985  -0.03
H: 14.503 12.944 12.705  -0.02
H: 15.833 10.270 12.984  -0.03
H: 15.593 9.097 14.287  -0.06
H: 16.428 10.628 14.624  -0.01


Entry 6:
The following is a quantum chemistry calculation of C4H8O as an isolated structure, from the Open Molecules 2025 dataset.

Summary:
Total energy   -232.30610 hartree
Relative energy (zero: lowest compared OMol25 entry of this formula, charge and spin)   87.6 kcal/mol
HOMO   -8.706 eV
Charge   0

Each line ends with the Löwdin charge.
CARTESIAN COORDINATES (ANGSTROEM)
C: -1.083 0.635 -1.146  -0.04
C: -0.440 -0.204 -0.088  -0.47
C: 1.065 -0.235 0.004  -0.08
C: 0.533 -0.273 1.682  -0.11
O: -0.667 0.315 1.233  -0.10
H: -2.168 0.572 -1.060  0.08
H: -0.774 1.679 -1.039  0.09
H: -0.777 0.267 -2.130  0.09
H: -0.777 -1.252 -0.121  0.15
H: 1.646 -1.076 -0.375  0.10
H: 1.546 0.715 -0.324  0.12
H: 1.488 0.191 1.480  0.08
H: 0.408 -1.336 1.884  0.11


Entry 7:
The following is a quantum chemistry calculation of C5H4N2O as an isolated structure, from the Open Molecules 2025 dataset.

Summary:
Total energy   -377.50016 hartree
Relative energy (zero: lowest compared OMol25 entry of this formula, charge and spin)   102.8 kcal/mol
HOMO   -9.206 eV
Charge   0

Each line ends with the Löwdin charge.
CARTESIAN COORDINATES (ANGSTROEM)
C: 1.646 -0.597 -0.017  -0.11
C: 0.308 0.897 -0.094  -0.09
C: -0.865 1.675 -0.123  -0.05
C: -1.053 -1.296 -0.001  -0.04
C: 0.133 -0.500 -0.111  -0.11
H: 2.203 -0.921 -0.815  0.09
H: 1.965 -0.967 0.999  0.14
H: -1.123 2.723 -0.214  0.11
H: -1.071 -2.272 -0.263  0.08
N: -1.893 0.877 0.143  0.00
N: -2.084 -0.480 0.229  0.03
O: 1.834 0.860 0.266  -0.06


Entry 8:
The following is a quantum chemistry calculation of one molecule with the formula C2H5BrS, from the Open Molecules 2025 dataset.

Summary:
Total energy   -3051.21633 hartree
Relative energy (zero: lowest compared OMol25 entry of this formula, charge and spin)   41.5 kcal/mol
⟨S²⟩   2.01
HOMO (alpha / beta)   -5.336 / -10.004 eV
Charge   0
Multiplicity   3

Each line ends with the Löwdin charge.
CARTESIAN COORDINATES (ANGSTROEM)
C: -0.252 -0.638 0.848  -0.27
C: -0.269 0.185 -0.439  -1.06
S: 1.520 -0.109 -1.211  0.72
Br: -0.544 2.044 0.014  0.57
H: -0.554 -1.710 0.568  0.10
H: 0.672 -0.704 1.315  0.02
H: -1.045 -0.162 1.507  0.07
H: -1.157 -0.057 -0.970  0.02
H: 1.629 1.151 -1.632  -0.17